Record 1
{
  "formula": "C11H18BiCl2N2",
  "method": "ωB97M-V/def2-TZVPD",
  "total_charge": -1,
  "de_lowest_kcal_mol": 10.1,
  "elements": ["Bi", "Cl", "Cl", "C", "H", "H", "C", "C", "H", "C", "H", "C", "H", "H", "C", "H", "H", "C", "H", "H", "H", "H", "C", "N", "C", "C", "N", "C", "H", "H", "H", "H", "H", "H"],
  "positions_angstrom": [[-1.8367, -0.5098, 1.5130], [-2.3377, 1.0998, -0.3500], [0.2464, -0.6511, 2.9393], [-2.7715, 0.7523, 2.9029], [-2.4577, 0.7098, 3.9511], [-3.5400, 1.4608, 2.5749], [0.3553, -2.0035, -0.7986], [-0.7075, -2.5380, -0.2663], [1.2017, -1.6658, -0.1816], [-1.9878, -2.8722, -1.0314], [-0.6742, -2.9411, 0.7599], [-1.7434, -3.0273, -2.5451], [-2.4705, -3.7753, -0.6221], [-2.7344, -2.0610, -0.9235], [-0.8015, -1.9250, -3.0477], [-1.3186, -4.0257, -2.7172], [-2.7015, -2.9883, -3.0854], [0.5389, -1.9019, -2.2834], [-0.6424, -2.0396, -4.1265], [-1.2914, -0.9531, -2.8958], [1.1597, -2.7376, -2.6523], [1.0676, -0.9758, -2.5415], [3.6536, 3.3149, 1.9189], [2.3492, 2.9428, 1.3840], [1.4804, 3.7487, 0.6596], [0.3594, 2.9740, 0.4069], [0.5272, 1.7318, 0.9833], [1.7281, 1.7271, 1.5569], [4.1826, 3.9571, 1.2070], [3.5522, 3.8531, 2.8714], [4.2363, 2.4037, 2.0920], [1.7056, 4.7635, 0.3793], [-0.5347, 3.2238, -0.1388], [2.2072, 0.9293, 2.1069]]
}

=====

Record 2
{
  "formula": "C11H18Cl12F5NO4PS",
  "method": "ωB97M-V/def2-TZVPD",
  "total_charge": 1,
  "elements": ["C", "C", "O", "C", "N", "C", "C", "O", "P", "S", "O", "O", "C", "F", "F", "C", "F", "F", "F", "H", "H", "H", "H", "H", "H", "H", "H", "H", "H", "H", "H", "H", "H", "C", "Cl", "Cl", "Cl", "H", "C", "Cl", "Cl", "Cl", "H", "C", "Cl", "Cl", "Cl", "H", "C", "Cl", "Cl", "Cl", "H"],
  "positions_angstrom": [[-1.0230, 4.7521, 0.8635], [-1.1183, 3.8001, -0.3372], [-1.0679, 4.5692, -1.5431], [0.0620, 2.8584, -0.3029], [0.3625, 2.1219, -1.5444], [-0.0748, 0.7195, -1.5744], [1.0342, -0.2705, -1.3293], [1.0396, -0.7286, 0.0979], [2.2905, -1.4801, 0.5811], [2.1142, -3.6284, 0.3253], [1.2091, -3.8773, -0.7415], [3.4341, -4.0876, 0.0524], [1.5355, -4.5123, 1.8608], [2.3770, -4.3582, 2.8722], [1.5479, -5.7848, 1.4905], [0.0755, -4.0820, 2.2825], [-0.7909, -5.0783, 2.1771], [-0.2849, -3.0500, 1.4884], [0.0974, -3.6467, 3.5469], [-0.4788, 4.2507, 1.6559], [-0.4367, 5.5990, 0.5387], [-1.9982, 5.0671, 1.1986], [-2.0689, 3.2890, -0.3442], [-1.9319, 4.9712, -1.6260], [-0.0892, 2.2053, 0.5599], [0.9204, 3.4763, -0.0590], [1.3678, 2.1167, -1.6050], [-0.9175, 0.5386, -0.9215], [-0.4343, 0.5089, -2.5763], [0.8796, -1.1435, -1.9560], [2.0041, 0.1408, -1.5869], [2.5399, -1.1517, 1.9205], [3.4117, -1.1203, -0.1785], [4.3716, -7.2820, -1.8932], [4.1288, -8.4959, -3.1444], [4.4408, -8.0364, -0.2977], [5.8345, -6.3436, -2.1976], [3.5297, -6.6039, -1.9131], [-3.0115, -2.3877, -0.0367], [-2.3766, -1.4763, -1.4162], [-4.5649, -1.7433, 0.4765], [-3.1320, -4.1063, -0.4188], [-2.3167, -2.2728, 0.7799], [-4.0025, 2.3073, -3.6281], [-5.1609, 3.4605, -2.9686], [-3.0230, 3.0474, -4.8866], [-2.9718, 1.6683, -2.3372], [-4.5508, 1.4824, -4.0614], [-0.5587, 6.7507, 4.6441], [-2.0206, 5.9945, 4.0061], [0.8871, 5.9399, 4.0296], [-0.5216, 8.4669, 4.2574], [-0.5686, 6.6459, 5.7200]]
}

=====

Record 3
{
  "formula": "C11H18Cl2N2O2PPb",
  "method": "ωB97M-V/def2-TZVPD",
  "total_charge": 3,
  "de_lowest_kcal_mol": 17.9,
  "elements": ["C", "C", "H", "H", "H", "O", "Cl", "Pb", "P", "C", "C", "H", "H", "H", "C", "H", "H", "H", "H", "H", "H", "C", "O", "Cl", "N", "C", "C", "C", "C", "C", "N", "H", "H", "H", "H", "H", "H"],
  "positions_angstrom": [[0.4815, -3.7479, -1.5204], [-0.4429, -2.9447, -0.8215], [0.0558, -4.4661, -2.2340], [1.0710, -4.2758, -0.7431], [1.1013, -3.0435, -2.0973], [-1.2100, -2.2852, -0.2503], [1.6323, -1.2477, -0.3484], [0.9447, 1.6164, 0.6856], [0.1156, 0.8574, -2.3316], [-1.4680, 1.3668, -3.0983], [1.1344, 2.2651, -2.9188], [1.5531, -0.7984, -3.3748], [0.5559, 0.0821, -4.5947], [-0.1682, -1.2163, -3.5879], [0.5608, -0.3948, -3.6037], [2.1700, 2.1411, -2.5788], [1.1006, 2.2677, -4.0149], [-1.3114, 1.5650, -4.1684], [-1.8636, 2.2649, -2.6114], [0.7468, 3.2115, -2.5225], [-2.1914, 0.5519, -2.9807], [-1.5808, 1.0676, 0.2855], [-2.5991, 0.5628, 0.1116], [0.4706, 4.0156, 1.2809], [1.0480, -2.2153, 2.5931], [0.2998, -1.3648, 3.3143], [-0.1324, -1.7201, 4.6283], [-0.9707, -0.8493, 5.3090], [-1.3083, 0.3720, 4.7151], [-0.7722, 0.6726, 3.4607], [0.0240, -0.1525, 2.7605], [1.3956, -1.9817, 1.6365], [1.4312, -3.0370, 3.0345], [0.2349, -2.6515, 5.0619], [-1.3842, -1.1154, 6.2741], [-1.9630, 1.0996, 5.2013], [-0.9785, 1.6439, 2.9941]]
}

=====

Record 4
{
  "formula": "C11H18F2HgN3O3Si",
  "method": "ωB97M-V/def2-TZVPD",
  "total_charge": -2,
  "multiplicity": 2,
  "de_lowest_kcal_mol": 8.9,
  "elements": ["Hg", "C", "Si", "C", "C", "O", "H", "H", "H", "H", "H", "H", "H", "H", "H", "F", "C", "F", "H", "C", "C", "C", "O", "C", "H", "H", "H", "H", "H", "H", "H", "H", "O", "N", "C", "C", "N", "C", "N"],
  "positions_angstrom": [[-0.5983, 0.3314, 0.3112], [-1.0550, 3.4688, -3.4697], [-0.2179, 1.7974, -3.1512], [1.6029, 2.0798, -3.6262], [-0.8915, 0.6376, -4.4904], [-0.4312, 1.2690, -1.6853], [-0.8615, 3.8460, -4.4799], [-0.7004, 4.2146, -2.7519], [-2.1379, 3.3786, -3.3413], [1.6911, 2.6938, -4.5292], [2.1175, 1.1325, -3.8144], [2.1350, 2.5903, -2.8173], [-0.6714, 0.9910, -5.5040], [-1.9767, 0.5401, -4.3912], [-0.4616, -0.3618, -4.3745], [0.5150, 2.9983, 1.5763], [0.1946, 1.6840, 1.9137], [1.3708, 1.2138, 2.5284], [-0.5140, 1.7765, 2.7380], [4.0231, -0.4053, -0.0321], [3.4290, -0.9871, 1.2520], [2.2801, -1.8362, 0.7141], [1.8736, -1.2297, -0.5137], [2.7653, -0.1734, -0.8628], [4.6779, -1.1333, -0.5211], [4.5812, 0.5175, 0.1315], [3.0332, -0.1846, 1.8706], [4.1379, -1.5759, 1.8369], [1.4223, -1.8802, 1.3876], [2.6104, -2.8608, 0.5035], [2.3045, 0.7905, -0.6233], [2.9374, -0.2128, -1.9389], [-1.5136, -1.4560, 0.9927], [-2.6172, -0.6356, 1.1736], [-3.6479, -1.3188, 1.7909], [-3.5881, -2.6695, 2.2023], [-3.5927, -3.7762, 2.5626], [-4.8631, -0.6488, 2.0536], [-5.8729, -0.1164, 2.2794]]
}

=====

Record 5
{
  "formula": "C11H18F5O6",
  "method": "ωB97M-V/def2-TZVPD",
  "total_charge": -1,
  "elements": ["C", "C", "F", "F", "C", "F", "F", "F", "H", "H", "C", "C", "O", "C", "O", "O", "C", "H", "H", "H", "H", "H", "H", "H", "H", "C", "C", "O", "C", "O", "O", "C", "H", "H", "H", "H", "H", "H", "H", "H"],
  "positions_angstrom": [[-4.1260, -2.9416, 3.7142], [-3.9895, -4.2270, 3.0984], [-3.6878, -5.2580, 3.9862], [-5.1279, -4.7808, 2.3500], [-2.8761, -4.3060, 2.0206], [-2.9015, -5.4225, 1.2489], [-1.6501, -4.3015, 2.5899], [-2.9123, -3.2756, 1.1596], [-4.6492, -3.0430, 4.6687], [-4.6394, -2.2494, 3.0393], [1.2168, -2.9303, 1.4809], [0.4336, -2.1376, 2.5022], [1.0595, -0.8595, 2.7732], [0.8578, 0.0849, 1.8723], [0.2372, -0.0080, 0.8439], [1.5210, 1.1867, 2.2614], [1.3648, 2.2812, 1.3624], [2.2571, -3.0396, 1.7944], [0.7734, -3.9199, 1.3773], [1.1986, -2.4405, 0.5076], [0.4186, -2.6441, 3.4632], [-0.5983, -1.9848, 2.1942], [0.3118, 2.5071, 1.2074], [1.8305, 2.0501, 0.4046], [1.8635, 3.1335, 1.8153], [-0.2060, 2.0195, -2.4132], [1.1914, 1.6045, -2.8075], [1.6191, 2.2429, -4.0289], [2.0509, 3.4904, -3.8986], [2.1347, 4.1201, -2.8759], [2.3127, 3.9698, -5.1197], [2.7316, 5.3348, -5.1366], [-0.9059, 1.8335, -3.2287], [-0.5242, 1.4486, -1.5402], [-0.2460, 3.0801, -2.1650], [1.2325, 0.5400, -3.0269], [1.9126, 1.8215, -2.0210], [3.5785, 5.4884, -4.4714], [1.9125, 5.9881, -4.8397], [3.0192, 5.5439, -6.1629]]
}

=====

Record 6
{
  "formula": "C11H18F9GaI2O2P2",
  "method": "ωB97M-V/def2-TZVPD",
  "total_charge": 2,
  "elements": ["I", "I", "Ga", "P", "C", "C", "H", "H", "H", "H", "H", "H", "C", "H", "H", "H", "P", "C", "C", "H", "H", "H", "C", "H", "H", "H", "H", "H", "H", "C", "O", "F", "C", "F", "F", "C", "O", "C", "F", "F", "F", "C", "F", "F", "F"],
  "positions_angstrom": [[-3.3758, 0.5208, -1.3626], [-0.0329, 0.7631, -3.5403], [-0.7951, 0.0825, -0.9798], [-0.7777, -2.2270, -1.4146], [-1.2935, -3.2212, 0.0105], [-1.9365, -2.6601, -2.7561], [-1.8438, -3.7364, -2.9668], [0.7707, -3.9359, -2.1447], [-1.6960, -2.0763, -3.6547], [1.2461, -2.2991, -2.7192], [-2.1021, -2.7011, 0.5345], [-2.9601, -2.4173, -2.4449], [0.8570, -2.8742, -1.8697], [-1.6490, -4.2023, -0.3358], [1.5359, -2.7644, -1.0109], [-0.4537, -3.3644, 0.7021], [-0.5546, 2.8765, -1.2918], [-0.9031, 3.6302, 0.3434], [0.8363, 3.9381, -1.8232], [-1.9308, 3.1614, -3.2776], [-1.7300, 4.7029, -2.3808], [-2.8731, 3.4334, -1.7951], [-1.9133, 3.6234, -2.2865], [1.2068, 3.6100, -2.7996], [0.4764, 4.9742, -1.8865], [-0.8644, 4.7247, 0.2572], [-0.1535, 3.2835, 1.0659], [1.6462, 3.8733, -1.0893], [-1.8917, 3.3082, 0.6897], [-0.2014, 0.1620, 1.0126], [-0.7878, 0.7394, 1.8888], [0.0482, -0.0981, 4.2879], [0.5028, -1.1720, 3.6086], [1.0826, -2.0297, 4.4965], [-0.5669, -1.8062, 3.0519], [1.5254, -0.7927, 2.4993], [0.9325, -0.5808, 1.1803], [2.3816, 0.4355, 2.8772], [2.8726, 0.3271, 4.1419], [3.4177, 0.5639, 2.0101], [1.6492, 1.5768, 2.7923], [2.3902, -2.0304, 2.1926], [3.2867, -2.3379, 3.1562], [1.5624, -3.1104, 2.0084], [3.0597, -1.8731, 1.0226]]
}

=====

Record 7
{
  "formula": "C11H18FN2O",
  "method": "ωB97M-V/def2-TZVPD",
  "total_charge": 1,
  "de_lowest_kcal_mol": 40.0,
  "elements": ["C", "C", "C", "C", "C", "C", "C", "C", "C", "C", "C", "N", "N", "O", "F", "H", "H", "H", "H", "H", "H", "H", "H", "H", "H", "H", "H", "H", "H", "H", "H", "H", "H"],
  "positions_angstrom": [[-0.6662, -2.1211, -0.1313], [0.3216, -2.2785, -1.0235], [-0.4536, 0.1554, 0.5245], [1.2208, -1.2332, -1.5618], [-1.2255, 3.5652, 1.4955], [-2.4925, 3.2253, 0.7321], [-0.1653, 2.5086, 0.8160], [-2.4533, 1.6636, 0.7223], [1.9273, -0.3048, -0.6219], [2.7627, -0.5807, 0.5193], [0.6078, -3.6492, -1.6136], [-1.0205, 1.3213, 0.6347], [-1.2019, -0.9783, 0.3996], [2.0026, -3.8413, -1.3086], [2.1209, 0.8520, -1.1891], [-1.0463, -3.0307, 0.3689], [2.1674, -1.8510, -1.7973], [0.9575, -0.7588, -2.4838], [-0.9755, 4.5992, 1.0925], [-1.3014, 3.3462, 2.5243], [-3.2825, 3.5368, 1.4377], [-2.4743, 3.4585, -0.3410], [-0.0047, 3.0512, -0.1845], [0.7910, 2.2315, 1.3352], [-2.7467, 1.3429, 1.7008], [-3.0504, 1.2347, -0.1067], [3.8711, -0.2814, 0.3656], [2.6348, -1.6443, 0.9097], [2.2980, 0.0747, 1.4306], [0.5666, -3.5753, -2.6776], [-0.0537, -4.4347, -1.2990], [-2.0973, -0.9597, 1.0582], [2.4615, -4.6439, -1.7279]]
}

=====

no.,molecular weight (g mol⁻¹),energy (eV)
1,458.165,-45564.265
2,811.735,-205348.811
3,519.357,-58325.247
4,506.955,-39797.109
5,341.249,-37572.348
6,738.724,-127390.925
7,213.276,-19433.134